Entry 1:
A molecular structure, C28H49BeBrNP3. Source: OMol25; level of theory: wB97M-V/def2-TZVPD.

Element x y z (Å)
N -6.8871 5.4034 -5.3866
C -6.6758 6.0033 -4.2161
C -5.8650 5.4471 -3.2262
C -5.2208 4.2130 -3.4802
C -5.4759 3.5879 -4.7182
C -6.3167 4.2291 -5.6405
C -4.3049 3.6388 -2.5086
Be -0.1987 -0.0527 1.1847
P 5.9614 -0.9510 0.3985
C -3.4035 2.6703 -2.8133
C -2.4915 2.1561 -1.8436
C -1.3199 1.4915 -2.2612
C -0.4038 1.0458 -1.3062
C -0.7336 1.1641 0.0308
C -1.8268 1.8965 0.4773
C -2.7488 2.3440 -0.4669
Br 1.9335 0.5139 0.9390
H -4.3382 4.0962 -1.5138
H -3.2989 2.3185 -3.8445
H -5.7050 5.9909 -2.3006
H -5.0336 2.6269 -4.9773
H -7.1693 6.9708 -4.0620
H -6.5158 3.7545 -6.6070
H -1.1478 1.3672 -3.3313
H -3.6673 2.8380 -0.1571
H 0.5421 0.6310 -1.6358
H -1.9798 2.1242 1.5315
P -0.5163 -2.0473 0.4616
C 5.5551 0.8235 0.5949
C 6.6945 1.7290 0.0991
H 5.3672 0.9834 1.6657
H 4.6136 1.0141 0.0603
H 6.5416 2.7503 0.4655
H 7.6649 1.3776 0.4704
H 6.7278 1.7657 -0.9953
C 5.2936 -1.4145 -1.2455
C 6.0782 -2.5640 -1.9012
H 5.3589 -0.5091 -1.8668
H 4.2311 -1.6659 -1.1101
H 5.8106 -2.6400 -2.9616
H 7.1595 -2.3898 -1.8401
H 5.8516 -3.5275 -1.4298
C 4.9825 -1.8795 1.6330
C 5.8145 -2.1453 2.8966
H 4.7060 -2.8279 1.1504
H 4.0666 -1.3071 1.8347
H 5.3123 -2.8846 3.5295
H 6.8013 -2.5456 2.6329
H 5.9530 -1.2319 3.4846
C -0.2850 -3.4439 1.6359
C -1.3580 -4.5315 1.6697
H -0.1641 -2.9818 2.6264
H 0.6865 -3.8923 1.3776
H -2.3145 -4.1691 2.0644
H -1.5264 -4.9734 0.6805
H -1.0220 -5.3411 2.3300
C 0.7123 -2.4645 -0.8503
C 0.2245 -2.4674 -2.2945
H 1.1396 -3.4453 -0.5915
H 1.5085 -1.7152 -0.7123
H -0.4743 -3.2927 -2.4784
H -0.2587 -1.5221 -2.5682
H 1.0817 -2.6060 -2.9652
C -2.1679 -2.2568 -0.3209
C -3.3598 -1.8483 0.5489
H -2.2521 -3.3050 -0.6459
H -2.1431 -1.6394 -1.2312
H -4.0761 -1.2589 -0.0415
H -3.9052 -2.7251 0.9254
H -3.0692 -1.2241 1.4068
C -2.4543 0.9158 3.7296
P -0.8134 0.2245 3.2575
C 0.3123 1.3770 4.1128
C -0.7695 -1.2274 4.3619
H -2.4843 1.9961 3.5336
H -2.6162 0.7399 4.8048
H -3.2544 0.4245 3.1581
H -0.0086 1.5030 5.1557
H 1.3309 0.9769 4.0652
H 0.2904 2.3428 3.5949
H -1.1198 -0.9287 5.3624
H -1.4249 -2.0184 3.9772
H 0.2586 -1.6048 4.4271

The calculation puts the HOMO energy (alpha / beta) at -12.94 / -12.99 eV. The value obtained for the maximum force is 2.8 eV/A. The value obtained for the LUMO energy (alpha / beta) is -0.285 / -0.308 Eh. The molecular weight is 581.55 Da. As for the total charge: +2. Its total energy is -129617.68520 eV.


Entry 2:
A gas-phase ion, C4H11N3 (charge +1). Source: OMol25; level of theory: wB97M-V/def2-TZVPD.

Element x y z (Å)
C -1.5444 -0.5187 -0.3238
C -1.0576 0.9044 -0.0269
C 0.3665 0.8951 0.5527
N 3.4092 -0.2091 0.0305
C 2.2936 -0.3999 -0.4886
N 1.3544 0.6905 -0.4460
N -2.2025 -1.0576 0.8549
H -0.6777 -1.1761 -0.4668
H -2.1037 -0.5475 -1.2688
H -1.0632 1.5375 -0.9104
H -1.7045 1.3508 0.7201
H 0.4997 0.1335 1.3258
H 0.6380 1.8235 1.0836
H 4.0060 -1.0325 -0.0137
H 2.0365 -1.2662 -1.1106
H 1.3585 1.3003 -1.2644
H -2.6194 -1.9542 0.6281
H -2.9894 -0.4739 1.1244

The calculation puts the HOMO energy (alpha / beta) at -13.31 / -13.31 eV. The value obtained for the maximum force is 1.3 eV/A. The value obtained for the LUMO energy (alpha / beta) is -0.134 / -0.294 Eh. The molecular weight is 101.15 Da. As for the total charge: +1. The spin multiplicity is 2. Its total energy is -8787.18626 eV.


Entry 3:
A molecular structure, C5H13N. Source: OMol25; level of theory: wB97M-V/def2-TZVPD.

Element x y z (Å)
C 0.7576 2.1337 -0.9055
C 0.8209 0.4497 -1.0685
C 0.1499 -0.2584 1.0894
C -1.1148 -0.5837 1.7864
C -0.3965 -1.5498 -0.9735
H 1.4554 2.6421 -1.6796
H -0.0323 2.7739 -0.8213
H 0.9777 2.1691 0.2574
H 0.4715 0.3861 -2.1035
H 1.7030 0.0514 -0.8787
H 0.7407 -1.0914 1.2401
H 0.6200 0.7392 1.3958
H -2.2265 0.3145 1.5639
H -1.2370 -0.5326 3.1372
H -1.5640 -1.6013 1.9230
H -1.0835 -2.3688 -0.5246
H 0.6493 -2.1720 -0.9345
H -0.5125 -1.3450 -2.1052
N -0.1788 -0.1568 -0.3981

The calculation puts the HOMO energy at -8.69 eV. The value obtained for the maximum force is 8.8 eV/A. The value obtained for the LUMO energy is 0.040 Eh. The molecular weight is 87.17 Da. Its total energy is -6880.31055 eV.


Entry 4:
A single C5H8N2 molecule. Source: OMol25; level of theory: wB97M-V/def2-TZVPD.

Element x y z (Å)
C -1.8988 -0.8737 0.4489
C -0.6034 -0.4101 -0.1673
C -0.4359 0.9836 -0.6492
N 0.1768 0.5507 0.5975
C 1.6238 0.4288 0.6299
C 2.2606 -0.0951 -0.6035
N 2.7082 -0.4924 -1.5928
H -1.7241 -1.4887 1.3371
H -2.4701 -1.4635 -0.2753
H -2.5079 -0.0170 0.7538
H -0.0408 -1.1653 -0.7204
H 0.2147 1.1549 -1.5060
H -1.2578 1.6880 -0.5407
H 2.0478 1.4196 0.8234
H 1.9069 -0.2198 1.4648

The calculation puts the HOMO energy at -9.88 eV. The value obtained for the maximum force is 1.0 eV/A. The value obtained for the LUMO energy is 0.036 Eh. The molecular weight is 96.13 Da. The SMILES is C[C@H]1CN1CC#N. Its total energy is -8293.39191 eV.